Entry 1:
This record from the Open Molecules 2025 dataset describes C6H8O2 as an isolated structure at a distorted geometry. The level of theory is the ωB97M-V functional and the def2-TZVPD basis.

The geometry in ORCA input format:
```
! RIJCOSX wB97M-V def2-TZVPD def2/J DEFGRID3
* xyz 0 1
C 3.28999 -0.32686 0.19362
C 2.14395 0.34071 -0.34245
C -0.14369 0.05910 -0.04083
C -1.33289 -0.78152 -0.23312
C -2.57528 0.13596 -0.69391
C -2.28193 -0.20052 0.71783
H 4.21456 0.28316 -0.30021
H 3.22427 -1.54917 0.74220
H 1.96482 1.49857 -1.07214
H -1.13671 -1.79740 -0.31762
H -2.24392 1.29124 -0.72583
H -3.39355 -0.38530 -1.14417
H -2.06119 0.75826 1.23783
H -3.14074 -0.87852 1.23603
O 1.05270 -0.59313 -0.05822
O -0.05626 1.27037 0.40035
*
```

Calculated values
Relative energy (zero: lowest compared OMol25 entry of this formula, charge and spin), kcal/mol: 145.6
F_max, hartree/bohr: 0.1138
LUMO energy, eV: 0.99



Entry 2:
This record from the Open Molecules 2025 dataset describes a 2-piece molecular cluster, C6H8O2 overall at a distorted geometry. The level of theory is the ωB97M-V functional and the def2-TZVPD basis.

The geometry in ORCA input format:
```
! RIJCOSX wB97M-V def2-TZVPD def2/J DEFGRID3
* xyz 0 1
C -1.61191 -0.05555 -0.68642
C -0.64228 0.36020 0.56315
C 0.15605 -0.78066 1.07028
C 0.94152 -1.33439 -0.24577
C 0.60605 0.80522 -0.51113
C -0.35362 1.79607 0.13290
H -1.27238 0.35260 -2.15078
H -0.70041 -1.23203 1.76693
H 0.85772 -0.43105 1.81098
H 0.91864 -2.58100 -0.46739
H 1.93476 -1.45321 0.09957
H 1.57745 0.86019 -0.05430
H 0.45770 2.44391 0.72490
H -1.03276 2.41171 -0.34728
O -2.53071 -0.88451 -0.27522
O 0.69419 -0.27750 -1.43042
*
```

Calculated values
Relative energy (zero: lowest compared OMol25 entry of this formula, charge and spin), kcal/mol: 224.0
F_max, hartree/bohr: 0.1387
LUMO energy, eV: 0.70



Entry 3:
This record from the Open Molecules 2025 dataset describes C6H8O2 in the gas phase at a distorted geometry. The level of theory is the ωB97M-V functional and the def2-TZVPD basis.

The geometry in ORCA input format:
```
! RIJCOSX wB97M-V def2-TZVPD def2/J DEFGRID3
* xyz 0 1
C -0.25826 1.55203 -0.28111
C 1.06742 0.68029 0.29751
O 2.33515 0.08685 0.04085
C 1.22556 -0.57606 -0.32926
C 0.15841 -1.53262 0.22664
C -1.05404 -0.70945 -0.30074
O -2.29095 -0.20950 0.01983
C -1.08315 0.56538 0.38900
H -0.38291 2.54392 0.14899
H -0.38224 1.56595 -1.28245
H 0.96067 0.76928 1.40658
H 1.13486 -0.42753 -1.38120
H 0.33397 -2.44361 -0.34817
H 0.18174 -1.87699 1.31390
H -0.91398 -0.46264 -1.36749
H -1.03224 0.47470 1.44712
*
```

Calculated values
Relative energy (zero: lowest compared OMol25 entry of this formula, charge and spin), kcal/mol: 164.8
F_max, hartree/bohr: 0.0829
LUMO energy, eV: 0.92



Entry 4:
This record from the Open Molecules 2025 dataset describes C6H8O2 as an isolated structure at a distorted geometry. The level of theory is the ωB97M-V functional and the def2-TZVPD basis.

The geometry in ORCA input format:
```
! RIJCOSX wB97M-V def2-TZVPD def2/J DEFGRID3
* xyz 0 1
C 1.04906 0.48671 -0.03319
C 1.73903 -0.52443 -0.93133
C -1.16677 -0.49342 0.82999
C -0.90843 0.52680 -0.07803
C -1.50889 1.55771 -0.64828
O -2.41151 -0.82106 1.30071
C 0.02272 -0.96436 1.29273
O 0.71372 -1.78885 1.77710
H -2.44909 -1.77762 1.45007
H 1.63273 0.70106 0.86627
H 1.01855 1.45008 -0.54018
H -2.48701 1.87727 -0.30259
H -1.06149 2.09376 -1.47648
H 1.10493 -0.80200 -1.77620
H 2.66324 -0.09956 -1.33707
H 2.04921 -1.42208 -0.39350
*
```

Calculated values
Relative energy (zero: lowest compared OMol25 entry of this formula, charge and spin), kcal/mol: 108.3
F_max, hartree/bohr: 0.0658
LUMO energy, eV: 0.31



Entry 5:
This record from the Open Molecules 2025 dataset describes C6H8O2 in the gas phase at a distorted geometry. The level of theory is the ωB97M-V functional and the def2-TZVPD basis.

The geometry in ORCA input format:
```
! RIJCOSX wB97M-V def2-TZVPD def2/J DEFGRID3
* xyz 0 1
C 0.59062 1.78437 0.24886
C -0.66958 1.57044 0.65033
C -1.11786 -0.11424 0.68997
C -1.37742 -1.35261 -0.20555
O -0.02762 -1.57370 -1.07250
C 0.66860 -0.56007 -0.56517
C 1.75751 0.77971 -0.18153
O 0.20484 -0.49888 0.81206
H 0.76085 2.86824 0.05861
H -1.15459 2.62572 0.32837
H -1.02387 0.22765 -0.38873
H -1.38695 -2.10495 0.54103
H -2.27735 -1.52003 -0.80742
H -0.09412 0.39566 -1.00285
H 2.38812 0.95641 -1.09921
H 2.25890 0.48635 0.63219
*
```

Calculated values
Relative energy (zero: lowest compared OMol25 entry of this formula, charge and spin), kcal/mol: 296.5
F_max, hartree/bohr: 0.1184
LUMO energy, eV: 0.69



Entry 6:
This record from the Open Molecules 2025 dataset describes C6H8O2 as an isolated structure at a distorted geometry. The level of theory is the ωB97M-V functional and the def2-TZVPD basis.

The geometry in ORCA input format:
```
! RIJCOSX wB97M-V def2-TZVPD def2/J DEFGRID3
* xyz 0 1
C -1.79513 -0.33245 0.40751
C 0.03598 -1.05688 -0.27333
C 1.85194 -0.26823 0.22173
C 0.89038 0.92735 -0.04744
C -0.93302 0.86778 -0.22326
C 0.06550 0.27871 -0.94525
H -2.95238 -0.23032 0.37740
H -1.80641 -0.43284 1.40885
H 0.20243 -0.64502 0.76121
H 2.98604 -0.18052 0.03430
H 1.79446 -0.09601 1.41680
H 1.09792 2.05025 -0.09709
H -1.42046 1.70367 -0.36468
H -0.02412 0.41829 -1.97817
O -1.29860 -1.44746 -0.43013
O 1.30547 -1.55632 -0.26846
*
```

Calculated values
Relative energy (zero: lowest compared OMol25 entry of this formula, charge and spin), kcal/mol: 213.0
F_max, hartree/bohr: 0.1340
LUMO energy, eV: 1.03



Entry 7:
This record from the Open Molecules 2025 dataset describes a 2-piece molecular cluster, C6H8O2S2 overall at a distorted geometry. The level of theory is the ωB97M-V functional and the def2-TZVPD basis.

The geometry in ORCA input format:
```
! RIJCOSX wB97M-V def2-TZVPD def2/J DEFGRID3
* xyz 0 1
C -0.46265 0.09492 0.11251
C -1.06716 -1.07313 0.29873
C -1.12381 1.35313 -0.20441
C 1.83961 0.04760 0.15048
C -0.31002 -2.34235 0.71530
C -0.30818 2.53676 -0.69631
O -2.34167 1.39971 -0.35750
O -2.39823 -1.24830 0.30735
S 2.47549 0.24844 1.61606
S 2.54882 -0.07339 -1.40420
H -0.58320 -3.37039 0.22394
H 0.68229 -2.03811 0.37451
H -0.23908 -2.49359 1.76943
H 0.60523 2.67903 -0.08282
H -0.92765 3.52582 -0.66406
H 0.10451 2.32955 -1.72183
H -2.82594 -0.33846 0.26592
H 3.70514 0.08067 -0.83992
*
```

Calculated values
Relative energy (zero: lowest compared OMol25 entry of this formula, charge and spin), kcal/mol: 31.8
F_max, hartree/bohr: 0.0705
LUMO energy, eV: -0.56